(1)
{"formula": "C43H44BF3O4", "method": "the ωB97M-V functional and the def2-TZVPD basis", "orbital_gap_ev": 8.03, "de_lowest_ev": 0.0000, "e_homo_ev": -7.641, "multiplicity": 1, "symbols": ["C", "C", "C", "C", "C", "C", "O", "B", "C", "C", "C", "C", "C", "F", "F", "F", "C", "C", "C", "C", "C", "C", "C", "C", "C", "O", "H", "H", "H", "H", "H", "H", "H", "H", "H", "H", "H", "H", "H", "H", "H", "H", "H", "H", "H", "H", "H", "H", "H", "C", "O", "C", "C", "C", "C", "C", "C", "C", "C", "C", "C", "C", "C", "C", "C", "C", "C", "C", "O", "C", "C", "C", "C", "C", "H", "H", "H", "H", "H", "H", "H", "H", "H", "H", "H", "H", "H", "H", "H", "H", "H", "H", "H", "H", "H"], "positions_angstrom": [[-1.53974, 1.30777, -2.17238], [-0.21976, 1.90589, -2.67620], [-0.33919, 2.16373, -4.16453], [0.34195, 3.12770, -1.78027], [1.27815, 4.14343, -2.49021], [-0.69573, 3.88156, -0.98199], [1.20940, 2.45302, -0.83153], [1.71082, 1.46991, -1.67938], [3.20472, 1.11106, -1.68265], [3.78923, 0.40627, -2.74723], [5.15902, 0.50185, -2.96963], [5.93748, 1.19989, -2.05125], [7.36390, 1.51645, -2.43138], [8.05098, 2.12866, -1.43334], [8.04541, 0.37804, -2.74687], [7.43006, 2.33904, -3.52495], [5.41187, 1.64670, -0.84454], [4.03489, 1.57817, -0.65437], [0.70796, -1.53012, 0.90619], [1.43520, -2.30265, -0.18038], [2.79159, -2.62800, 0.00577], [3.46627, -3.41805, -0.92843], [2.78431, -3.87021, -2.06615], [1.51204, -3.37187, -2.35301], [0.84000, -2.58079, -1.41774], [0.81170, 0.88170, -2.53807], [-2.38293, 1.98912, -2.34691], [-1.75750, 0.37639, -2.70801], [-1.51568, 1.06291, -1.10574], [-1.05673, 2.96846, -4.35079], [0.63653, 2.42505, -4.58478], [-0.68630, 1.24811, -4.66052], [0.73505, 4.82414, -3.15068], [1.76894, 4.73425, -1.70565], [2.08501, 3.65905, -3.05681], [-1.34639, 4.46438, -1.64849], [-1.31482, 3.21237, -0.37708], [-0.19228, 4.57549, -0.30055], [3.18018, -0.20461, -3.40469], [5.61089, 0.10045, -3.87814], [6.05046, 2.10525, -0.09060], [3.60782, 1.89355, 0.29036], [1.51917, -1.12985, 1.53703], [0.32039, -0.61637, 0.42504], [3.29647, -2.28119, 0.91120], [4.51009, -3.69175, -0.75517], [3.27623, -4.56872, -2.74550], [1.03025, -3.60812, -3.30957], [-0.14096, -2.15511, -1.65863], [-4.34522, 5.17099, 4.59006], [-3.70500, 4.02295, 5.18600], [-3.42111, 2.95139, 4.40214], [-2.66077, 1.91131, 4.98864], [-2.26385, 0.84459, 4.21607], [-2.63825, 0.72050, 2.86120], [-2.16646, -0.44540, 2.05788], [-0.99218, -1.03173, 2.43146], [-0.31041, -2.18425, 1.76355], [0.56848, -3.09997, 2.60983], [0.97282, -4.30046, 2.00965], [1.92975, -5.09863, 2.62961], [2.55218, -4.64243, 3.79810], [2.20523, -3.40654, 4.34442], [1.25886, -2.59695, 3.70882], [-3.00817, -0.92288, 0.91538], [-4.41214, -0.87346, 1.03403], [-5.25280, -1.36373, 0.06668], [-4.72072, -1.95955, -1.10081], [-5.59184, -2.35718, -2.06559], [-5.06072, -2.97026, -3.26593], [-3.31816, -2.07332, -1.22331], [-2.49932, -1.48913, -0.26960], [-3.41214, 1.75935, 2.30326], [-3.81457, 2.85740, 3.04628], [-4.45317, 5.87569, 5.41705], [-3.71900, 5.60562, 3.79782], [-5.33026, 4.90347, 4.18287], [-2.38053, 1.98818, 6.03817], [-1.67474, 0.05183, 4.67709], [-0.37801, -0.49097, 3.15286], [-1.07174, -2.77556, 1.24316], [0.59583, -4.57031, 1.01956], [2.19910, -6.05469, 2.18324], [3.25152, -5.29322, 4.32172], [2.67533, -3.04743, 5.26782], [1.10851, -1.56065, 4.04298], [-4.85152, -0.48340, 1.95420], [-6.33316, -1.27503, 0.14525], [-5.94279, -3.15707, -3.88637], [-4.36552, -2.29212, -3.78902], [-4.55454, -3.91985, -3.02649], [-2.87789, -2.59001, -2.08330], [-1.42402, -1.51338, -0.43256], [-3.71448, 1.70463, 1.25853], [-4.40884, 3.64926, 2.58686]]}


(2)
{"formula": "C43H44N4O4V", "method": "the ωB97M-V functional and the def2-TZVPD basis", "orbital_gap_ev": [6.65, 6.61], "e_homo_ev": [-10.032, -10.044], "multiplicity": 3, "total_charge": 1, "symbols": ["V", "C", "C", "C", "C", "C", "C", "N", "C", "C", "C", "C", "C", "N", "C", "C", "C", "C", "C", "C", "N", "H", "H", "H", "H", "H", "H", "H", "H", "H", "H", "H", "H", "H", "H", "H", "O", "C", "O", "C", "C", "C", "C", "O", "C", "O", "C", "C", "H", "H", "H", "H", "H", "C", "C", "C", "C", "C", "C", "C", "C", "N", "C", "C", "C", "C", "C", "C", "C", "C", "C", "C", "H", "H", "H", "H", "H", "H", "H", "H", "H", "H", "H", "H", "H", "H", "H", "H", "H", "H", "H", "H", "H", "H", "H", "H"], "positions_angstrom": [[-0.82507, -0.55510, -0.93191], [0.02083, -0.14527, -4.31653], [-1.33441, 0.46173, -4.01415], [-1.89278, 1.44903, -4.81777], [-3.03778, 2.07236, -4.36367], [-3.70686, 1.61050, -3.19879], [-3.12783, 0.59531, -2.52375], [-1.96082, 0.02699, -2.94124], [-3.84657, -0.02292, -1.36500], [-5.20358, -0.03839, -1.04567], [-5.59009, -0.96506, -0.04431], [-4.74716, -1.85553, 0.50279], [-3.43787, -1.76740, 0.17258], [-3.00660, -0.76355, -0.66325], [-2.38216, -2.80575, 0.40136], [-2.49637, -3.80202, 1.36400], [-1.58738, -4.92649, 1.31755], [-0.69259, -4.95033, 0.25169], [-0.60787, -3.84470, -0.60654], [0.29781, -4.04413, -1.78405], [-1.37328, -2.79070, -0.53836], [0.10479, -0.50738, -5.35456], [0.11677, -1.01048, -3.65335], [0.80154, 0.50545, -4.08763], [-1.44394, 1.71958, -5.78766], [-3.48686, 2.81865, -5.02002], [-4.61558, 2.15708, -2.89535], [-5.86030, 0.66269, -1.54951], [-6.70178, -0.98974, 0.14448], [-5.15114, -2.56682, 1.19090], [-3.26659, -3.75826, 2.19623], [-1.55766, -5.65558, 2.14043], [0.05877, -5.76337, 0.21631], [0.86994, -3.13936, -1.87733], [-0.32635, -4.15432, -2.77444], [0.90726, -4.93894, -1.59395], [-0.85019, 2.78893, 0.22594], [-0.20456, 2.43598, -0.79190], [-0.47351, 1.36201, -1.49653], [0.99144, 3.22461, -1.17323], [1.37678, 3.22867, -2.51137], [2.50892, 3.91414, -2.96039], [3.14891, 4.63847, -2.04883], [4.27096, 5.41454, -2.23438], [4.35914, 6.19212, -1.03877], [3.56079, 5.53696, 0.00432], [2.75167, 4.68385, -0.69110], [1.70949, 3.97374, -0.20996], [0.82949, 2.59550, -3.19848], [2.88369, 3.79628, -3.99987], [3.96556, 7.21631, -1.22157], [5.39216, 6.38643, -0.75742], [1.39386, 4.13908, 0.81633], [3.96733, -0.39720, -2.26193], [3.12968, -1.05268, -1.27455], [3.49511, -2.25901, -0.75943], [2.77433, -2.96613, 0.22591], [3.42797, -4.09943, 0.93503], [1.60361, -2.35103, 0.64749], [1.17386, -1.12100, 0.16339], [1.95143, -0.43096, -0.79606], [-0.04188, -0.56511, 0.66359], [-0.26198, -0.06949, 2.03410], [-1.61376, 0.46582, 2.27059], [-1.74075, 1.16695, 3.62728], [-1.48181, 0.06665, 4.63106], [-0.12963, -0.53934, 4.44512], [0.90248, 0.61386, 4.70334], [0.68078, 1.67681, 3.64104], [-0.76672, 2.30086, 3.76321], [0.80769, 0.97466, 2.28286], [-0.04825, -1.17211, 3.06025], [4.35055, 0.57011, -1.90832], [3.37169, -0.18077, -3.15849], [4.82794, -1.00373, -2.55661], [4.36844, -2.76493, -1.05103], [2.70222, -4.80057, 1.33092], [4.12242, -3.77118, 1.71407], [3.96549, -4.74278, 0.25993], [1.02968, -2.93185, 1.35665], [1.77253, 0.57010, -1.04674], [-2.36397, -0.30663, 2.22518], [-1.91188, 1.16261, 1.47593], [-2.76046, 1.54361, 3.68059], [-2.28249, -0.69828, 4.61145], [-1.55887, 0.45109, 5.63923], [0.07848, -1.29257, 5.19554], [1.92150, 0.21841, 4.74546], [0.80582, 0.98555, 5.72494], [1.45904, 2.47650, 3.74210], [-0.87121, 2.92594, 2.85021], [-0.96618, 2.78427, 4.73252], [1.83593, 0.57692, 2.15922], [0.61380, 1.76167, 1.59817], [-0.76989, -2.01829, 2.95644], [0.90488, -1.60268, 2.85802]]}